No. 1
Formula: C7H10O2
Source: OMol25
Level of theory: the ωB97M-V functional and the def2-TZVPD basis

The total energy is -423.05237 Ha. As for the multiplicity: 1. The frontier orbital gap is 0.3492 hartree. As for the SMILES: C[C@@]12C[C@]1(O)[C@@H]1C[C@@H]1O2.

```
19
Properties=species:S:1:pos:R:3:forces:R:3
C -0.710723 1.826021 1.343919 -2.25 -0.68 0.91
C 0.053825 0.936552 0.343654 0.00 -0.59 1.54
C 1.178388 -0.004008 1.017358 0.12 2.20 1.20
C -0.075017 -0.522157 0.596907 -2.03 -1.01 -0.94
O -0.968280 -1.167808 1.443783 -2.49 0.26 1.45
C -0.113193 -1.118180 -0.741056 -0.70 -1.62 0.03
C 0.990966 -1.058168 -1.671024 2.20 1.93 1.48
C -0.093504 -0.067867 -1.763788 -2.09 0.54 -0.13
O 0.075951 1.122954 -1.033786 0.04 1.75 -0.64
H -1.921646 1.780644 1.224776 2.64 -0.60 0.05
H -0.659801 2.963169 1.341438 1.12 -1.58 0.17
H -0.445396 1.227057 2.356941 -0.90 2.26 -1.99
H 2.092068 -0.202870 0.520289 0.57 -0.27 -0.34
H 1.246309 0.173689 2.080238 0.30 0.11 0.07
H -1.973998 -0.914217 1.399026 3.19 -0.20 -0.43
H -0.717002 -1.968837 -0.770737 -1.12 -1.06 -0.27
H 1.968916 -0.832101 -1.242603 -0.28 0.56 -0.40
H 1.103915 -1.720577 -2.414877 -0.06 -2.53 -2.52
H -0.939175 -0.100299 -2.530296 1.73 0.51 0.78
```
Positions in Å, forces in eV/Å.

=====

No. 2
Formula: C7H10O2
Source: OMol25
Level of theory: the ωB97M-V functional and the def2-TZVPD basis

The total energy is -422.85268 Ha. As for the multiplicity: 1. The frontier orbital gap is 0.3668 hartree. As for the SMILES: OCC1=CCC[C@@H]2O[C@@H]12.

```
19
Properties=species:S:1:pos:R:3:forces:R:3
O -3.025503 -0.797452 0.707617 1.77 -1.34 -3.63
C -2.588529 0.472284 -0.118426 2.83 -7.39 -1.92
C -0.918020 0.253249 -0.262251 -1.39 1.71 0.20
C -0.078438 1.273464 0.013520 2.15 1.11 -0.72
C 1.634821 1.076200 0.039645 -1.40 -0.37 -1.74
C 2.363626 -0.469997 0.540506 -4.29 0.51 0.97
C 0.931811 -1.165684 0.431755 -1.34 -0.64 5.49
O 0.266212 -2.225597 -0.398004 0.61 -1.21 0.44
C 0.088654 -0.902731 -0.614828 -0.14 4.61 -5.55
H -2.773507 -1.613232 -0.063771 -1.15 3.56 3.75
H -3.098830 0.050942 -1.026398 0.59 2.11 0.17
H -2.878005 1.379762 0.289346 -0.51 1.40 0.87
H -0.279731 2.423667 -0.080325 -0.08 -2.37 0.80
H 1.882427 1.824605 0.766630 0.76 0.67 -0.22
H 1.902121 1.351180 -1.191705 -0.19 -0.79 3.94
H 2.927861 -0.719987 1.579117 -1.42 1.27 -2.70
H 2.847838 -0.717661 -0.350375 1.47 -0.67 -0.95
H 0.022014 -1.075886 1.336724 3.95 -0.31 -1.32
H 0.773186 -0.417134 -1.598772 -2.23 -1.87 2.11
```
Positions in Å, forces in eV/Å.

=====

No. 3
Formula: C7H10O2
Source: OMol25
Level of theory: the ωB97M-V functional and the def2-TZVPD basis

The total energy is -423.08773 Ha. As for the multiplicity: 1. The frontier orbital gap is 0.3801 hartree.

```
19
Properties=species:S:1:pos:R:3:forces:R:3
C -2.623740 -1.459593 -1.862895 -1.83 -1.32 0.73
C -1.970791 -0.653056 -0.876273 2.58 1.76 2.66
C -1.303981 -0.068743 -0.018428 -2.06 -2.46 -2.77
C -0.463933 0.629379 0.903936 1.55 -0.35 -1.68
C 1.337228 1.547902 0.918852 1.23 0.69 -0.13
C 0.992769 0.148173 1.304436 -1.35 -0.84 -0.04
C 1.577275 -0.978704 0.470850 -0.16 -0.61 0.38
H -3.259539 -2.231244 -1.322735 0.66 0.79 -0.66
H -3.302315 -0.898327 -2.485440 -0.21 0.33 -0.20
H -1.959662 -2.001760 -2.503567 0.63 -0.21 -0.29
H -1.021148 0.929616 1.714235 -1.24 0.69 2.22
H 2.180744 1.638835 0.245300 0.24 0.21 -0.09
H 1.445142 2.200258 1.779867 0.15 0.28 0.16
H 1.066640 -0.084173 2.358478 0.09 -0.15 0.23
H 0.908543 -1.856900 0.552898 0.09 0.25 -0.01
H 2.525047 -1.301723 0.905052 0.15 0.19 -0.17
H 0.908290 -0.355444 -1.185924 0.70 -0.15 -0.25
O 0.111589 1.775014 0.249833 -0.28 0.52 -0.16
O 1.793324 -0.653925 -0.887462 -0.95 0.36 0.08
```
Positions in Å, forces in eV/Å.

=====

No. 4
Formula: C7H10O2
Source: OMol25
Level of theory: the ωB97M-V functional and the def2-TZVPD basis

The total energy is -422.99307 Ha. As for the multiplicity: 1. The frontier orbital gap (spin up / spin down) is 0.2848 / 0.2607 hartree.

```
19
Properties=species:S:1:pos:R:3:forces:R:3
C -0.703747 0.449145 2.290812 1.26 -0.02 0.38
C 1.650043 0.815047 -1.050003 -0.24 0.28 0.48
C -0.134416 -1.031400 -1.090142 -0.08 -0.16 -0.04
C -0.740730 0.897918 0.847394 -3.94 0.22 -0.32
C -1.234254 -0.167869 -1.498941 -0.46 -0.37 -2.04
C -1.438177 -0.297831 -0.164347 1.79 2.27 2.31
C 1.025346 -0.431914 -0.506984 0.44 -1.18 -0.81
O -0.236417 -2.392893 -1.339709 0.04 0.51 0.76
O -0.838212 2.070865 0.555073 1.09 -1.10 -0.22
H 0.388978 -2.875048 -0.781204 -0.02 0.10 -0.04
H -1.140371 0.762633 -2.048611 0.22 0.10 0.46
H -1.836336 -1.063559 0.481856 0.25 -0.60 -0.32
H 1.766900 -1.140302 -0.131552 0.03 -0.07 -0.07
H -0.079567 -0.441701 2.394364 -0.20 -0.09 0.06
H -0.263886 1.231686 2.912739 0.03 0.04 -0.16
H -1.692150 0.254807 2.714343 -0.09 -0.07 -0.48
H 2.259523 1.288378 -0.277612 -0.07 0.18 -0.08
H 2.333307 0.551486 -1.865424 -0.12 -0.05 -0.04
H 0.914165 1.520550 -1.442050 0.09 0.01 0.15
```
Positions in Å, forces in eV/Å.

=====

No. 5
Formula: C7H10O3
Source: OMol25
Level of theory: the ωB97M-V functional and the def2-TZVPD basis

The total energy is -498.29641 Ha. As for the multiplicity: 1. The frontier orbital gap is 0.3796 hartree. As for the SMILES: C=C1C[C@](C)(CO)OC1=O.

```
20
Properties=species:S:1:pos:R:3:forces:R:3
C -2.274990 0.298695 1.906593 0.77 2.18 -2.92
C -1.267299 -0.031268 1.053130 -1.48 1.09 1.90
C -0.851161 0.599244 -0.244000 -4.18 0.40 -0.90
C 0.531979 0.126492 -0.485155 1.25 -2.80 2.57
C 1.601583 1.017652 0.080417 1.38 -1.15 2.52
C 0.882614 -0.341766 -1.863027 -8.35 -4.57 -0.47
O 1.409880 -1.592857 -2.053008 9.02 13.64 -8.79
O 0.627518 -1.138364 0.358359 -1.16 0.15 1.17
C -0.356955 -1.154581 1.386643 0.33 0.35 -2.73
O -0.494916 -2.012607 2.192803 0.63 -0.20 0.37
H -2.388741 -0.184051 2.798410 -0.12 -1.66 2.11
H -2.988556 1.172917 1.818371 1.07 -1.07 -0.49
H -1.028246 1.766822 -0.130559 0.42 -2.47 -0.95
H -1.641473 -0.006009 -1.062939 2.27 2.33 1.89
H 2.658399 0.644395 0.015055 -1.09 -0.20 -0.58
H 1.544811 1.132917 1.233338 -0.60 0.40 -1.97
H 1.537402 1.877149 -0.506397 0.14 2.12 -0.32
H 1.510790 0.255643 -2.189466 5.98 5.65 -3.45
H -0.095521 -0.233537 -2.617970 2.05 -0.07 1.93
H 1.082881 -2.196887 -1.690597 -8.32 -14.14 9.12
```
Positions in Å, forces in eV/Å.

=====

No. 6
Formula: C7H10O4S
Source: OMol25
Level of theory: the ωB97M-V functional and the def2-TZVPD basis

The total energy is -971.73498 Ha. As for the multiplicity: 1. The frontier orbital gap (spin up / spin down) is 0.3063 / 0.3064 hartree.

```
22
Properties=species:S:1:pos:R:3:forces:R:3
C 0.527126 0.091879 -0.397922 1.28 0.95 0.27
C -0.256520 -0.945771 -0.625829 -3.07 -0.83 -0.08
C 1.936892 -0.138360 -0.161438 0.32 -0.17 -0.55
C -0.004970 1.490993 -0.150651 -2.28 -2.59 -0.23
C -2.481875 -0.061180 -0.208918 3.30 0.81 0.18
C -3.402704 -0.830205 0.693903 -2.59 -0.91 -1.66
C 3.827156 0.844928 0.825706 -0.85 -2.61 -0.48
O 2.532690 -1.212169 -0.282848 -0.50 1.09 0.19
O 0.029101 -2.192592 -0.979769 0.75 0.32 0.17
O -2.852511 0.355662 -1.434727 -2.18 -2.53 -1.87
O 2.525491 1.026892 0.226631 0.63 -0.25 0.77
S -1.634244 1.198362 0.708504 0.03 0.72 0.74
H 0.651148 2.137417 0.358216 0.36 0.52 1.10
H -0.324657 1.960471 -1.033081 0.02 0.64 -1.48
H -4.572123 -0.562247 0.396379 3.02 -0.62 0.87
H -3.212003 -0.663077 1.751193 -0.04 0.20 -0.17
H -3.254925 -1.916328 0.496059 -0.31 0.62 0.16
H 4.100130 1.589357 1.540886 -0.17 0.77 -0.01
H 4.489748 0.677775 0.002929 0.96 0.47 -0.24
H 3.777557 -0.157476 1.304167 0.29 0.74 0.15
H 1.019022 -2.320391 -1.076760 -0.82 0.45 0.30
H -3.419532 -0.373936 -1.952630 1.85 2.20 1.86
```
Positions in Å, forces in eV/Å.